Entry 1:
DFT (ωB97M-V with the def2-TZVPD basis set) results for 2 unconnected molecules or ions with the total composition C3H12N3O.

```
19
Properties=species:S:1:pos:R:3:forces:R:3
N -2.692315 0.230184 2.245626 0.03 -0.60 -0.19
C -1.307365 -0.082415 2.045943 -0.28 0.29 0.26
O -1.121906 -0.903566 0.887221 0.01 -0.07 -0.31
H -3.139110 0.434273 1.356358 0.09 0.28 0.06
H -3.168970 -0.602649 2.579681 -0.02 0.12 0.12
H -0.759152 0.859871 1.932828 0.09 -0.05 -0.11
H -0.936072 -0.587255 2.937381 0.05 -0.01 0.01
H -0.306824 -1.409313 0.952141 -0.01 0.00 0.22
C 0.472039 0.486805 -1.443624 -0.04 0.07 0.03
C 1.771763 0.321381 -1.176347 -0.05 0.10 0.03
N 2.501149 -0.797858 -1.801891 -0.13 -0.22 0.08
N -0.317976 1.483570 -0.962266 -0.08 -0.47 0.16
H -0.041230 -0.188155 -2.123005 0.08 -0.03 -0.05
H 2.358394 0.950252 -0.526790 0.11 -0.08 -0.01
H 2.833000 -1.473062 -1.102790 -0.01 0.11 -0.13
H 1.873545 -1.307219 -2.432904 0.15 0.05 0.03
H 3.314566 -0.501966 -2.347828 -0.04 0.09 -0.02
H -0.040706 1.869086 -0.070434 0.07 0.23 -0.13
H -1.292830 1.218036 -0.949300 -0.02 0.21 -0.06
```
Forces are in eV/Å.

Its multiplicity is 1. As for the charge: +1.

Atomic partial charges in e from the Mulliken method, atoms 1 to 2: N -0.607; C -0.217



Entry 2:
DFT (ωB97M-V with the def2-TZVPD basis set) results for 3 unconnected molecules or ions with the total composition C3H12N3S.

```
19
Properties=species:S:1:pos:R:3:forces:R:3
C 0.385189 1.463810 -2.078435 -3.04 -1.67 1.53
C 0.726883 -1.306467 -0.537586 5.29 -0.04 1.10
C 0.761496 0.847986 -0.792034 -0.31 1.51 -0.09
N 0.159249 2.944901 0.831855 0.09 0.63 -0.82
N 0.086138 -0.042701 -0.086227 -1.21 -1.40 0.47
N -0.729015 -0.004005 0.868043 0.26 1.23 -0.20
S -1.084263 -3.467360 1.856880 0.41 1.29 -0.45
H 1.122362 1.109013 -2.747757 0.53 -0.60 -1.38
H 0.709788 2.449893 -1.896013 -0.03 1.62 -0.07
H -0.765757 1.331889 -2.332807 2.61 0.40 0.14
H 1.062396 -1.480898 -1.579278 -0.12 1.36 0.28
H 1.695007 -1.432275 0.175412 -2.35 0.18 -1.81
H 0.124782 -2.109138 -0.405442 -2.47 -2.06 0.99
H -0.220396 2.363747 1.566721 0.40 0.21 0.19
H 0.010348 3.945666 1.011274 -0.54 -0.69 -0.08
H 1.158714 2.903576 0.710534 0.30 -0.54 0.61
H -1.213755 -4.599907 1.151635 -0.28 -0.37 0.88
H -0.940092 -0.896283 1.345378 0.60 -0.14 -0.93
H -1.353323 -3.658277 3.159073 -0.14 -0.93 -0.37
```
Forces are in eV/Å.

Its multiplicity is 1. As for the charge: +1.

Atomic partial charges in e from the Mulliken method, atoms 1 to 2: C -0.688; C -0.790



Entry 3:
DFT (ωB97M-V with the def2-TZVPD basis set) results for 2 unconnected molecules or ions with the total composition C3H12N4.

```
19
Properties=species:S:1:pos:R:3:forces:R:3
C -1.285469 -1.260716 0.588218 -1.16 2.99 -0.54
C -0.229355 -1.313663 -1.506228 2.89 3.61 1.13
C -2.166212 1.544077 -0.130217 0.33 -1.04 3.47
N 2.598273 -0.190593 0.313948 0.95 0.53 -0.50
N 1.908508 0.804601 1.183072 0.84 -1.50 -0.49
N -0.971469 -0.563322 -0.475957 -0.64 1.11 0.13
N -1.221663 0.699060 -0.775811 1.19 -0.71 -2.31
H -1.097032 -2.259002 0.512726 0.35 -2.44 0.43
H 1.945164 1.724674 0.765616 0.04 -0.06 -0.27
H -2.027291 -0.736917 1.141900 -0.33 -0.40 1.16
H -0.669359 -2.173448 -1.794620 -1.58 -2.79 -0.53
H -0.166905 -0.623899 -2.291405 -0.27 0.76 -1.51
H 0.840258 -1.396075 -1.238725 -0.63 -0.45 0.50
H -2.039436 1.506164 1.022421 0.02 0.51 -1.24
H -2.187698 2.588865 -0.450545 0.84 -0.34 -0.24
H -3.189841 1.241653 -0.215469 -0.94 -0.76 -0.43
H 3.231188 0.249388 -0.364736 -0.76 0.37 0.08
H 3.296431 -0.693129 0.847848 -0.29 -0.01 0.78
H 0.989701 0.430197 1.038232 -0.85 0.63 0.36
```
Forces are in eV/Å.

Its multiplicity is 1.

Atomic partial charges in e from the Mulliken method, atoms 1 to 2: C -0.529; C -1.098



Entry 4:
DFT (ωB97M-V with the def2-TZVPD basis set) results for C3H12N4 in the gas phase.

```
19
Properties=species:S:1:pos:R:3:forces:R:3
C 1.287246 -1.754050 0.025398 -0.06 0.09 0.20
C 0.403362 0.947275 -1.232141 0.05 -0.51 0.10
N 0.729266 -0.758127 0.944703 -0.88 0.19 -1.17
C 0.243793 0.865912 0.263585 -1.68 0.86 0.38
N 0.670493 1.853735 0.977293 0.22 -0.68 0.04
H 1.394884 -0.523423 1.676511 -0.58 -0.01 0.11
H 0.556540 1.702233 1.978511 -0.19 0.17 -0.04
H 0.532417 -2.039275 -0.705875 0.00 -0.04 0.05
H 2.144531 -1.346028 -0.513048 -0.01 0.02 0.04
H 1.611450 -2.639818 0.574093 -0.04 -0.07 -0.11
H 1.460936 0.938866 -1.507243 -0.12 -0.03 0.06
H -0.021955 1.892503 -1.568194 0.00 -0.02 0.12
H -0.117292 0.136999 -1.744279 0.09 -0.02 -0.05
N -1.447725 0.323669 0.618628 1.22 -0.30 -0.08
N -2.479370 0.124463 -0.343247 0.44 0.31 -0.13
H -2.314095 -0.747558 -0.836368 -0.01 0.11 0.14
H -2.476435 0.870252 -1.039512 -0.02 -0.08 0.08
H -1.797410 0.946094 1.344214 0.13 0.13 -0.30
H -0.380638 -0.793726 1.086971 1.47 -0.11 0.56
```
Forces are in eV/Å.

Its multiplicity is 1.

Atomic partial charges in e from the Mulliken method, atoms 1 to 2: C -0.869; C -1.448



Entry 5:
DFT (ωB97M-V with the def2-TZVPD basis set) results for 2 unconnected molecules or ions with the total composition C3H12N4.

```
19
Properties=species:S:1:pos:R:3:forces:R:3
C -0.894659 -0.086890 0.239322 -0.36 0.10 3.29
C 1.324809 0.722127 -1.917395 6.22 4.30 4.75
C -1.007170 2.010854 1.354622 2.00 2.53 -1.31
N 0.622572 -0.328898 -1.514543 -1.99 -3.73 -1.53
N -0.618121 0.635846 1.291342 -0.96 -0.91 -1.62
N 0.951049 -1.464745 -1.847357 1.98 -2.00 0.09
N 0.112289 0.179510 2.313720 0.69 -3.57 -0.02
H -1.610362 0.186156 -0.486593 -0.39 0.81 -0.52
H -0.667208 -1.114031 0.382006 0.18 -0.79 -0.19
H 0.901108 1.255293 -2.665805 -2.00 1.56 -2.51
H 1.350345 1.477871 -0.984372 -0.66 -1.25 -1.89
H 2.451039 0.736825 -2.071326 -1.12 -1.25 -0.46
H -0.813503 2.514920 0.400486 0.15 -0.52 -0.17
H -1.991532 2.299626 1.521704 -2.09 -0.63 0.92
H -0.361836 2.578983 2.005235 0.17 -0.19 0.63
H 1.954832 -1.746919 -2.198244 -1.92 0.93 0.18
H 0.320521 -2.301621 -1.686547 0.54 1.26 0.14
H 0.231605 0.771430 3.113694 -0.19 0.15 0.24
H 0.165633 -0.915006 2.417592 -0.23 3.20 -0.01
```
Forces are in eV/Å.

Its multiplicity is 1. As for the charge: +2.

Atomic partial charges in e from the Mulliken method, atoms 1 to 2: C -0.235; C -0.757



Entry 6:
DFT (ωB97M-V with the def2-TZVPD basis set) results for 2 unconnected molecules or ions with the total composition C3H12NO.

```
17
Properties=species:S:1:pos:R:3:forces:R:3
C -3.028260 0.492745 -0.861382 0.12 -0.16 0.79
O -1.698683 -0.086392 -0.858669 -0.17 -0.41 -0.60
H -3.783643 -0.280673 -0.738810 0.29 -0.24 -0.01
H -3.288714 1.057199 -1.749320 0.44 0.11 -0.24
H -3.054854 1.119705 0.022163 -0.51 0.35 -0.01
H -1.143912 0.537852 -0.401917 0.03 0.48 0.19
C 1.438905 0.731760 1.198443 0.60 -1.15 -1.30
C 1.205544 -0.778891 0.893963 0.94 1.62 -0.38
N 1.559647 -0.930151 -0.585247 0.45 0.29 -0.67
H 0.820788 1.107019 1.999233 0.13 0.11 0.19
H 1.299744 1.279577 0.266577 -0.61 0.46 0.14
H 2.513265 0.816971 1.339229 -0.02 0.44 0.73
H 0.157888 -1.025029 1.011353 0.15 -0.73 0.10
H 1.985782 -1.295282 1.442296 -0.72 -0.79 0.20
H 2.474294 -0.545764 -0.848863 0.07 0.31 0.70
H 1.634248 -1.855106 -1.017906 -0.81 -0.28 0.48
H 0.907961 -0.345540 -1.111144 -0.38 -0.42 -0.31
```
Forces are in eV/Å.

Its multiplicity is 1. As for the charge: +1.

Atomic partial charges in e from the Mulliken method, atoms 1 to 2: C -0.579; O -0.490



Entry 7:
DFT (ωB97M-V with the def2-TZVPD basis set) results for 2 unconnected molecules or ions with the total composition C3H12NO.

```
17
Properties=species:S:1:pos:R:3:forces:R:3
C 2.071411 -0.379616 -1.863942 -0.52 0.33 -0.18
N 1.786263 0.324767 -0.563683 0.58 -0.18 -0.73
H 3.127932 -0.322807 -2.063924 0.29 -0.05 -0.04
H 1.516376 0.109307 -2.666074 0.07 -0.05 0.17
H 1.738914 -1.403675 -1.761800 0.05 -0.16 0.01
H 2.411952 -0.078919 0.135161 -0.42 0.08 0.32
H 2.007548 1.318074 -0.632398 -0.13 0.02 0.04
H 0.807426 0.194025 -0.280262 0.09 -0.09 0.66
C -1.597144 -0.549452 0.764797 -1.32 0.16 0.69
O -0.248035 -0.603824 1.208335 0.74 0.10 -0.78
C -2.286929 0.759055 1.130698 0.53 -0.18 -0.76
H -2.164810 -1.377975 1.196119 0.12 -0.09 -0.03
H -1.652151 -0.676333 -0.310898 0.54 -0.14 -0.24
H -0.181667 -0.559086 2.165872 -0.28 0.01 0.08
H -1.714468 1.591877 0.714897 0.10 0.11 0.30
H -2.374944 0.840196 2.206440 -0.22 0.26 0.15
H -3.247675 0.814393 0.620668 -0.22 -0.13 0.36
```
Forces are in eV/Å.

Its multiplicity is 1. As for the charge: +1.

Atomic partial charges in e from the Mulliken method, atoms 1 to 2: C -0.799; N -0.192



Entry 8:
DFT (ωB97M-V with the def2-TZVPD basis set) results for 2 unconnected molecules or ions with the total composition C3H12NO.

```
17
Properties=species:S:1:pos:R:3:forces:R:3
C 0.491037 -1.118411 -1.845245 -0.38 0.35 -0.30
O 0.762690 0.286232 -2.006784 -0.42 -0.21 0.14
H 0.431179 0.505169 -2.874062 0.10 0.47 -0.48
H 0.702669 -1.288588 -0.803197 0.16 -0.66 0.12
H 1.131845 -1.689753 -2.513930 0.03 -0.20 0.23
H -0.571653 -1.356810 -2.055878 0.54 0.12 0.14
C -0.283841 0.663597 1.616887 -0.68 0.84 0.99
C -0.669963 -0.780701 1.424399 0.21 -1.22 -1.21
N 0.236843 1.504376 0.422544 -0.59 -1.93 0.27
H -1.221171 1.170779 1.859694 0.37 0.29 0.38
H 0.448650 0.769542 2.433002 -0.34 0.15 -0.42
H -1.314419 -1.248388 2.185402 0.68 0.83 0.49
H 0.175892 -1.441676 1.241016 0.16 0.03 0.40
H 0.425491 2.463499 0.701314 0.08 0.01 0.00
H 1.033807 1.066425 -0.046540 0.28 0.26 0.02
H -0.473050 1.465422 -0.310937 0.01 0.34 -0.08
H -1.306007 -0.970719 0.572318 -0.22 0.51 -0.70
```
Forces are in eV/Å.

Its multiplicity is 1. As for the charge: +1.

Atomic partial charges in e from the Mulliken method, atoms 1 to 2: C -0.434; O -0.557



Taking the records one at a time from the top gives lowest unoccupied orbital energy values of -0.13746 -0.19608 0.04076 0.02874 -0.38058 -0.13518 -0.13068 -0.12518 Ha.
Taking the records one at a time from the top gives relative energy (zero: lowest compared OMol25 entry of this formula, charge and spin) values of 2.8514 7.9877 4.9684 4.0551 6.2886 1.7314 0.8550 1.2720 eV.
Taking the records one at a time from the top gives orbital gap values of 9.121 7.932 8.667 8.179 7.587 10.525 10.924 11.452 eV.